A 3-piece molecular cluster, C28H59BNO7 overall. Source: OMol25; level of theory: wB97M-V/def2-TZVPD.

Geometry as XYZ:
```
96
Properties=species:S:1:pos:R:3:forces:R:3
O -0.1056 -3.2287 -4.4484 0.41 1.21 0.07
O -5.2447 2.9355 3.8557 -0.07 -0.21 -0.33
O -3.5105 0.7852 2.5411 0.08 0.06 -0.09
O -2.6821 3.6791 2.0752 0.24 -0.25 0.18
O 4.6732 -2.5356 1.6760 -0.04 0.09 0.01
O 5.9607 -2.3985 4.4351 -0.30 -0.23 -0.12
O 4.0956 -0.0310 3.3391 0.23 0.00 -0.31
N 0.9982 1.0361 -4.4659 0.75 0.57 0.21
C -3.4483 0.7658 -2.8134 -0.23 -0.43 0.66
C -2.7924 2.6593 1.1018 -0.23 0.25 0.07
C 1.3920 2.0099 -2.1519 0.44 0.42 0.06
C -0.4249 1.4604 -4.5758 -1.75 0.16 -1.23
C 0.5279 0.1230 0.5662 -0.44 0.41 -0.74
C -6.6543 2.9812 3.7713 0.13 0.13 0.09
C -1.4026 -0.6458 -3.6496 -0.07 0.49 0.35
C -3.8665 1.6569 1.4777 -0.07 -0.12 -0.05
C 5.9184 -3.4511 5.3765 0.07 0.19 0.03
C -4.6911 -0.1215 -3.1240 0.30 1.06 -0.16
C -2.1770 -0.0486 -2.4350 -0.87 -0.22 0.01
C 1.8385 1.9758 -3.6275 0.28 -0.54 0.73
C 1.3730 0.5884 -0.1519 0.16 -0.30 -0.29
C 0.0725 -0.9671 -3.1696 -0.85 -0.97 -0.31
C 6.5932 -2.7609 3.2193 0.00 0.30 0.17
C 1.1860 -0.3908 -4.0539 -0.55 -1.41 0.50
C 3.5876 -2.2643 2.5563 -0.07 -0.14 -0.02
C -1.3622 4.1518 2.2403 -0.18 0.09 -0.02
C 4.2199 1.2850 2.8529 -0.06 -0.10 0.24
C 5.9595 -2.0459 2.0425 0.10 -0.03 -0.13
C -0.2913 -4.2667 -1.3391 0.56 0.11 -0.69
C 2.2726 1.1527 -1.1825 -0.60 0.47 0.60
C -2.6297 -1.1907 -1.4818 0.55 0.23 -0.03
C 3.1662 -0.8095 2.6023 0.22 -0.05 0.43
C -4.7615 1.7405 4.4489 0.08 0.35 -0.01
C -1.3800 0.2759 -4.8905 1.59 -0.22 0.69
C -3.4278 1.3399 3.8530 0.08 -0.11 0.13
C 0.8334 -3.4641 -2.0932 0.23 -0.36 -0.34
B 0.2470 -2.5720 -3.2597 0.32 -0.55 0.40
H -1.9147 -1.5835 -3.9103 0.14 0.28 -0.16
H -3.3796 -0.7885 -0.7911 0.20 -0.29 0.01
H -0.6588 3.3225 2.3779 0.04 0.01 -0.07
H 3.7831 -2.6591 3.5537 0.08 0.21 0.08
H -0.9272 -0.2750 -5.7297 -0.45 0.07 0.02
H -1.8384 2.1298 0.9787 0.02 0.01 0.02
H 4.4129 1.2896 1.7722 -0.07 0.04 -0.03
H 0.1495 -0.7138 -2.1053 0.34 0.35 -0.34
H -5.4089 0.5127 -3.6585 0.02 -0.36 -0.02
H -1.7881 -1.5849 -0.8931 -0.18 0.18 -0.09
H -3.0593 3.1362 0.1475 0.03 -0.20 -0.15
H 7.6488 -2.4694 3.2894 0.07 -0.12 -0.19
H 5.9425 -0.9658 2.1926 -0.04 -0.01 0.23
H -1.2061 -3.6716 -1.2827 0.08 -0.28 0.44
H -7.0976 3.1104 4.7640 -0.12 -0.08 -0.04
H -3.0537 -2.0426 -2.0276 -0.08 0.27 0.08
H -0.7979 1.9935 -3.6984 0.55 -0.16 0.07
H 1.4834 3.0536 -1.8248 -0.17 -0.24 -0.04
H -3.7203 1.3389 -1.9119 0.16 0.01 -0.27
H 2.1930 -0.7257 3.1036 -0.15 -0.09 -0.22
H 5.5296 -4.3704 4.9252 0.08 -0.04 0.00
H -3.2757 1.5188 -3.5929 0.03 -0.26 0.09
H 0.7000 -3.5052 -4.9025 -0.30 -0.64 0.00
H -4.8220 2.1462 1.6690 0.10 0.20 0.09
H -4.6363 1.9261 5.5226 0.03 -0.24 0.06
H -4.4527 -1.0015 -3.7293 -0.13 0.12 0.12
H 6.5913 -2.2287 1.1691 -0.04 -0.10 0.01
H -4.0203 1.0016 0.6138 0.07 -0.02 0.02
H 1.3919 1.1162 -5.4042 -0.12 -0.08 0.04
H 0.0811 -4.5980 -0.3668 -0.32 0.27 -0.01
H 0.3461 1.7338 -1.9918 0.17 0.05 -0.33
H 1.2370 -0.9993 -4.9663 -0.10 0.41 -0.02
H 1.5054 -2.9310 -1.4059 -0.38 0.02 0.01
H 2.8436 0.3730 -1.6958 -0.11 0.05 0.16
H 3.3180 1.8677 3.0742 0.01 0.09 -0.14
H 2.9718 1.8347 -0.6835 0.15 -0.32 -0.20
H -5.4761 0.9215 4.3101 0.00 -0.01 0.00
H -1.0592 4.7612 1.3811 0.14 -0.03 0.00
H 1.8830 2.9612 -4.1014 -0.36 -0.25 0.01
H 1.4555 -4.2338 -2.5869 -0.01 0.25 0.20
H -0.4274 -0.1736 0.9495 0.38 -0.15 0.49
H 2.8474 1.5409 -3.6508 -0.16 0.29 -0.23
H 5.0706 1.7473 3.3514 -0.05 -0.02 0.06
H 6.5352 -3.8427 3.0546 -0.02 0.00 0.01
H 2.7467 -2.8372 2.1549 0.03 0.04 -0.09
H 3.0716 -0.4358 1.5794 0.02 0.02 0.01
H -7.0509 2.0751 3.2997 -0.04 -0.03 0.08
H 6.9121 -3.6333 5.7980 -0.02 -0.15 0.02
H -1.3385 4.7693 3.1368 -0.07 0.04 -0.05
H 5.2435 -3.1547 6.1784 0.06 0.08 -0.01
H -5.1708 -0.3979 -2.1807 0.11 -0.30 -0.30
H 2.1430 -0.5411 -3.5432 -0.08 0.50 -0.22
H -2.3548 0.6665 -5.1830 0.17 -0.16 0.01
H -0.5053 -5.1753 -1.9141 -0.14 0.27 0.10
H -2.7091 2.1590 3.8876 -0.17 0.17 -0.04
H -6.9241 3.8341 3.1500 0.06 0.04 0.06
H -0.4750 2.1491 -5.4306 0.17 0.06 0.37
H -3.0169 0.5399 4.4734 -0.08 -0.07 -0.07
H -1.5347 0.5993 -1.8126 0.03 -0.04 -0.45
```
Positions in Å, forces in eV/Å.

Results
Charge ... +1
Highest occupied orbital energy ... -10.72 eV
LUMO ... -2.9 eV
HOMO-LUMO gap ... 0.2884 Ha

---

C28H59ClP2PtSi2 as an isolated structure. Source: OMol25; level of theory: wB97M-V/def2-TZVPD.

Geometry as XYZ:
```
93
Properties=species:S:1:pos:R:3:forces:R:3
Pt -0.2074 0.3483 1.2219 -0.29 0.35 -0.78
Cl 0.0232 -0.4455 3.2693 0.15 -0.40 1.81
P -2.2414 -0.9463 0.6656 -1.88 -1.37 -2.09
P 2.1184 1.1645 1.0220 2.63 0.63 -1.64
Si 2.4617 2.0082 -2.1610 -1.42 -1.98 -0.48
Si -2.6512 -0.5009 -2.6198 2.56 0.03 -0.12
C -2.2128 2.7051 0.9472 0.85 -0.54 0.13
C -5.0052 -0.8360 1.5981 -0.25 -0.06 -0.13
C -3.1738 -2.1389 -3.3424 -0.57 -0.24 0.04
C -2.7969 3.6143 -0.1206 0.02 0.21 -0.10
C 3.6592 0.1116 0.6282 -0.09 -0.07 0.16
C -3.3800 0.8725 -3.6566 -0.51 0.16 0.05
C -0.8437 2.1753 0.4395 -0.91 1.50 0.58
C 4.1449 1.4534 -2.7369 0.53 0.34 0.06
C 1.4496 -0.7924 -2.4160 0.60 -1.00 0.41
C 4.9704 0.9075 0.5062 0.09 0.14 -0.08
C 3.9522 -1.0443 1.6047 0.10 -0.20 -0.07
C -0.1030 0.8278 -2.7260 -0.20 -0.02 0.45
C -3.7990 -3.1963 -0.2961 -0.11 0.02 -0.11
C -1.8275 -3.8274 1.0370 0.08 -0.22 -0.10
C 1.2722 0.6013 -2.4793 0.32 1.23 -0.20
C -3.3216 0.0912 3.1363 0.05 -0.04 0.19
C 0.9694 -2.2026 1.0166 0.59 -1.17 -0.17
C 0.1953 -1.4250 -2.5484 0.11 0.05 0.33
C -2.0551 3.4150 2.2947 -0.03 0.18 -0.17
C -2.3717 -2.7562 0.0727 0.24 0.03 0.16
C 2.6128 2.0710 2.6005 -0.62 -0.02 0.12
C -0.7876 -0.4124 -2.6936 -0.82 0.23 -0.37
C 1.9134 3.5049 -3.1323 0.16 0.48 0.06
C 1.4122 2.6536 3.3652 0.03 -0.26 -0.03
C 3.6253 3.2072 2.4436 0.35 0.16 -0.19
C -3.5432 -0.9549 2.0415 0.35 0.29 0.25
C -3.0955 -0.1469 -0.7850 -0.04 0.55 0.32
C 2.3669 2.4503 -0.3021 -0.28 0.57 0.28
H -1.9033 -3.5109 2.0862 0.11 -0.21 -0.14
H -2.7495 -3.0098 -2.8267 -0.10 0.22 -0.17
H -4.3305 -2.5205 -0.9707 0.11 -0.06 0.18
H 3.5455 -1.9859 1.2264 0.13 0.23 0.25
H -3.5756 1.0989 2.7850 0.03 -0.25 0.13
H -0.7915 -4.0795 0.7984 -0.28 0.02 0.20
H 1.7783 3.0716 4.3061 -0.08 0.06 -0.03
H -2.8305 -2.1620 -4.3877 -0.05 0.08 0.30
H -0.8524 2.0055 -0.6479 0.17 -0.32 0.19
H -5.3304 -1.5943 0.8804 0.12 0.30 0.12
H -2.9341 0.9452 -0.6526 -0.11 -0.66 -0.32
H 1.1542 -2.3912 -0.0461 -0.19 0.33 0.31
H -2.1193 4.4712 -0.2603 -0.29 -0.11 -0.03
H -4.3727 0.5671 -4.0184 0.13 0.23 0.03
H 3.2712 3.0426 -0.0935 -0.20 -0.23 0.30
H -3.0179 3.8224 2.6259 0.16 -0.01 0.01
H 3.3840 -0.3103 -0.3488 0.06 0.14 0.12
H -1.7389 -2.7311 -0.8256 -0.17 -0.01 0.11
H 2.7610 4.1958 -3.2522 -0.26 0.01 -0.03
H 1.5697 3.2005 -4.1307 0.11 0.03 0.28
H 4.5468 2.9336 1.9180 -0.38 0.15 0.12
H -0.0892 2.9458 0.6636 -0.30 -0.23 -0.08
H -3.9853 -0.1520 3.9745 0.09 0.13 -0.07
H 1.0954 4.0441 -2.6315 0.19 -0.12 -0.17
H 2.4286 -1.3062 -2.2791 -0.81 0.35 -0.16
H 1.8235 -2.0428 1.6593 -0.32 0.19 -0.17
H -3.7375 -4.1717 -0.8035 0.03 0.27 0.11
H -1.3410 4.2482 2.1955 -0.23 -0.15 0.07
H -1.6821 2.7435 3.0765 -0.03 0.04 -0.17
H -2.8789 3.0965 -1.0884 -0.03 0.16 0.27
H 3.0439 1.2619 3.1999 0.02 0.05 0.07
H 5.0414 -1.2006 1.6857 -0.41 0.17 0.08
H 5.3133 1.2251 1.5001 -0.03 -0.14 -0.29
H 0.1837 -2.7605 1.5057 0.09 0.40 -0.14
H 4.9262 1.7754 -0.1576 -0.04 -0.15 0.19
H 4.8705 2.2725 -2.6273 0.09 -0.26 -0.06
H -3.4920 1.8119 -3.0962 0.02 -0.19 -0.20
H 0.9302 3.4575 2.7967 0.09 -0.14 0.08
H -3.3745 -1.9455 2.4858 -0.06 0.11 -0.04
H -5.6376 -0.9506 2.4918 0.18 0.04 -0.18
H -2.8839 1.8539 1.1137 -0.02 0.19 -0.18
H 4.5232 0.5693 -2.2073 -0.11 0.21 -0.17
H -5.2153 0.1591 1.1820 0.09 -0.24 0.10
H -4.3985 -3.3496 0.6111 0.16 0.00 -0.22
H 1.5375 3.1795 -0.2245 0.36 -0.35 -0.09
H 3.5570 -0.8413 2.6093 0.11 -0.22 -0.14
H 3.1736 4.0705 1.9316 0.12 -0.29 0.14
H 5.7444 0.2379 0.1047 -0.21 0.11 0.05
H -4.1752 -0.2975 -0.7104 -0.04 0.00 0.35
H -2.2946 0.0876 3.5036 -0.31 0.11 0.02
H -0.5687 1.8070 -2.9124 0.18 -0.38 0.18
H -4.2692 -2.2249 -3.3460 0.14 -0.21 -0.07
H 4.0692 1.2057 -3.8062 -0.03 0.07 0.29
H -0.0066 -2.5015 -2.5427 0.18 0.33 -0.01
H -3.7867 3.9739 0.1785 0.09 0.09 -0.13
H -2.3976 -4.7640 0.9176 0.10 0.40 0.13
H 0.6767 1.8840 3.6013 0.06 0.31 0.01
H 3.9174 3.5432 3.4483 -0.10 -0.07 -0.17
H -2.7381 1.0593 -4.5275 -0.11 -0.09 0.24
```
Positions in Å, forces in eV/Å.

Results
Expectation value of S² ... 6.0125
Energy relative to the best compared isomer or geometry (same formula, charge and spin) ... 0.0 kcal/mol
Highest occupied orbital energy (spin up / spin down) ... -6.14 / -6.12 eV
LUMO (spin up / spin down) ... 0.5 / -3.4 eV
HOMO-LUMO gap (spin up / spin down) ... 0.2429 / 0.1010 Ha
Multiplicity ... 5

---

It is found that the F_max values, taken in the order of the records, are 0.0417, 0.0615 Eh/bohr.